Density functional theory data (ωB97M-V/def2-TZVPD) for an isolated molecule of C13H20N2O.

## Properties
Kohn-Sham gap   9.87 eV
Net charge   0
Relative energy (zero: lowest compared OMol25 entry of this formula, charge and spin)   33.96 kJ/mol
SMILES string   CCCC(CCC)C(=O)Nc1ccncc1
Energy   -692.13910 a.u.
HOMO energy   -9.3 eV

Cartesian coordinates (Å):
C 0.04 0.08 3.83
C -0.46 1.14 2.86
C 0.64 1.84 2.05
C 1.45 0.95 1.09
C 2.61 0.20 1.76
C 3.81 0.02 0.84
C 3.51 -0.83 -0.39
C 0.51 -0.03 0.40
O 0.40 -1.19 0.70
N -0.22 0.57 -0.60
C -1.21 0.03 -1.41
C -1.61 -1.31 -1.35
C -2.60 -1.73 -2.22
N -3.20 -0.95 -3.10
C -2.81 0.32 -3.16
C -1.83 0.86 -2.34
H 0.85 0.48 4.44
H 0.40 -0.79 3.29
H -0.76 -0.24 4.48
H -0.99 1.92 3.43
H -1.19 0.69 2.18
H 0.16 2.63 1.47
H 1.33 2.33 2.74
H 1.88 1.61 0.33
H 2.93 0.74 2.65
H 2.26 -0.79 2.07
H 4.62 -0.45 1.41
H 4.17 1.01 0.52
H 3.09 -1.79 -0.08
H 2.78 -0.34 -1.04
H 4.41 -1.01 -0.96
H -0.05 1.56 -0.76
H -1.15 -1.99 -0.65
H -2.94 -2.76 -2.20
H -3.32 0.93 -3.89
H -1.56 1.90 -2.43

***

Density functional theory data (ωB97M-V/def2-TZVPD) for an isolated molecule of C13H20N2O2.

## Properties
Kohn-Sham gap   8.31 eV
Net charge   0
Relative energy (zero: lowest compared OMol25 entry of this formula, charge and spin)   0.00 kJ/mol
SMILES string   CCOc1ccc(NC(=O)N[C@@H](C)CC)cc1
Energy   -767.37957 a.u.
HOMO energy   -7.7 eV

Cartesian coordinates (Å):
C -2.91 -1.33 6.25
C -1.85 -0.72 5.35
O -2.12 -1.13 4.03
C -1.29 -0.72 3.03
C -1.61 -1.16 1.75
C -0.85 -0.81 0.65
C 0.26 0.01 0.82
N 1.08 0.42 -0.25
C 0.99 0.08 -1.58
O 0.13 -0.64 -2.04
N 2.00 0.64 -2.31
C 2.16 0.62 -3.76
C 1.92 -0.78 -4.33
C 1.32 1.70 -4.45
C -0.17 1.41 -4.52
C 0.58 0.46 2.09
C -0.18 0.10 3.19
H -3.89 -0.99 5.95
H -2.73 -1.03 7.28
H -2.88 -2.41 6.18
H -0.85 -1.06 5.66
H -1.87 0.38 5.42
H -2.48 -1.80 1.63
H -1.11 -1.16 -0.33
H 1.86 1.00 0.04
H 2.56 1.34 -1.85
H 3.22 0.87 -3.93
H 2.06 -0.76 -5.40
H 2.63 -1.48 -3.89
H 0.92 -1.11 -4.09
H 1.48 2.65 -3.92
H 1.71 1.84 -5.47
H -0.37 0.58 -5.19
H -0.56 1.15 -3.54
H -0.71 2.28 -4.88
H 1.45 1.09 2.24
H 0.11 0.47 4.16

***

Density functional theory data (ωB97M-V/def2-TZVPD) for a structure of composition C13H20N4O6RuS in a non-equilibrium geometry.

## Properties
Kohn-Sham gap (spin up / spin down)   6.89 / 7.54 eV
2S+1   2
Net charge   +1
Relative energy (zero: lowest compared OMol25 entry of this formula, charge and spin)   270.94 kJ/mol
<S²>   0.82
Energy   -1670.61945 a.u.
HOMO energy (spin up / spin down)   -11.1 / -11.1 eV

Cartesian coordinates (Å):
Ru -0.61 0.30 -0.22
O -4.44 1.10 1.87
C -3.43 0.49 1.29
O -2.99 0.79 0.20
C -2.93 -0.69 2.12
O -1.55 -0.93 1.93
C -0.72 -0.41 2.95
C -0.52 1.19 2.82
O -0.17 1.74 3.83
O -0.78 1.62 1.68
H -4.79 1.84 1.34
H -3.18 -0.53 3.17
H -3.46 -1.58 1.76
H -1.11 -0.62 3.95
H 0.26 -0.87 2.82
N -2.31 -2.69 -3.05
C -1.71 -1.93 -2.13
O -1.80 -0.70 -2.16
C -0.94 -2.65 -1.05
C 0.25 -1.82 -0.61
H -2.87 -2.26 -3.78
H -2.25 -3.70 -3.03
H -0.64 -3.65 -1.40
H -1.63 -2.80 -0.21
H 0.96 -1.70 -1.43
H 0.73 -2.22 0.28
S -0.73 4.56 -2.14
C 0.15 3.52 -3.19
C 0.07 2.24 -2.76
N -0.67 2.08 -1.64
C -1.15 3.20 -1.19
H 0.67 3.91 -4.04
H 0.51 1.37 -3.23
H -1.75 3.29 -0.31
C 4.82 0.69 1.29
N 3.89 0.02 0.41
C 4.25 -1.29 -0.09
C 2.70 0.49 0.19
N 1.65 0.91 -0.05
H 5.78 0.79 0.79
H 4.95 0.11 2.20
H 4.45 1.68 1.54
H 5.25 -1.24 -0.53
H 3.54 -1.61 -0.86
H 4.26 -2.02 0.72

***

Density functional theory data (ωB97M-V/def2-TZVPD) for a structure of composition C13H20N4PdS6Sb.

## Properties
Kohn-Sham gap (spin up / spin down)   7.04 / 5.83 eV
2S+1   2
Net charge   +2
Relative energy (zero: lowest compared OMol25 entry of this formula, charge and spin)   0.00 kJ/mol
<S²>   0.76
Energy   -3483.19960 a.u.
HOMO energy (spin up / spin down)   -14.3 / -14.3 eV

Cartesian coordinates (Å):
Pd -0.65 0.88 0.00
S -1.45 -0.66 -1.50
Sb -1.97 0.92 -3.19
S -3.00 2.65 -1.75
S -0.96 2.68 -1.78
C -4.05 -0.81 0.54
C -3.45 0.14 1.51
N -2.29 0.76 1.42
C -2.06 1.58 2.52
C -3.05 1.57 3.44
S -4.29 0.52 2.94
C -0.83 2.36 2.54
C -0.40 3.23 3.49
S 1.03 3.99 2.97
C 1.02 3.10 1.52
N 0.00 2.28 1.43
C 2.09 3.31 0.50
H -3.38 -1.65 0.34
H -4.25 -0.31 -0.41
H -4.99 -1.20 0.93
H -3.10 2.12 4.37
H -0.87 3.47 4.43
H 2.59 4.26 0.67
H 1.68 3.33 -0.51
H 2.84 2.52 0.56
C 1.95 -0.76 -3.55
N 1.65 -1.67 -2.45
C 1.17 -2.99 -2.87
C 1.58 -1.26 -1.19
S 1.50 0.48 -0.84
N 1.65 -2.12 -0.18
C 1.29 -1.73 1.19
C 2.40 -3.39 -0.28
H 2.39 -1.35 -4.36
H 2.66 0.01 -3.25
H 1.04 -0.29 -3.92
H 0.54 -2.84 -3.75
H 0.57 -3.44 -2.09
H 1.99 -3.66 -3.14
H 0.29 -1.30 1.21
H 2.00 -1.02 1.59
H 1.29 -2.63 1.80
H 3.01 -3.39 -1.17
H 1.74 -4.26 -0.28
H 3.05 -3.45 0.59

***

Density functional theory data (ωB97M-V/def2-TZVPD) for an isolated molecule of C13H20N6O4 in a non-equilibrium geometry.

## Properties
Kohn-Sham gap   9.05 eV
Net charge   0
Relative energy (zero: lowest compared OMol25 entry of this formula, charge and spin)   187.12 kJ/mol
SMILES string   CNC(=O)[C@@H](CC(N)=O)NC(=O)[C@@H](Cc1cnc[nH]1)NC(C)=O
Energy   -1136.88494 a.u.
HOMO energy   -8.7 eV

Cartesian coordinates (Å):
C 0.23 1.13 4.98
N 0.97 0.52 3.90
C 0.42 -0.15 2.90
O -0.75 -0.51 2.86
C 1.28 -0.29 1.59
C 2.02 -1.72 1.59
C 1.18 -2.92 1.20
N -0.09 -3.05 1.56
O 1.62 -3.79 0.48
N 0.35 -0.13 0.40
C 0.74 -0.07 -0.84
O 1.93 -0.18 -1.12
C -0.25 0.01 -1.98
C -0.83 1.45 -2.22
C -1.18 2.29 -1.07
C -0.75 3.56 -0.83
N -1.29 4.03 0.44
C -1.90 2.88 0.96
N -1.84 1.91 0.05
N 0.24 -0.58 -3.23
C -0.65 -1.24 -4.01
C -0.31 -1.74 -5.31
O -1.85 -1.31 -3.68
H 0.90 1.73 5.66
H -0.43 1.83 4.53
H -0.12 0.39 5.60
H 1.87 0.88 3.74
H 1.97 0.55 1.59
H 2.89 -1.69 0.88
H 2.60 -1.99 2.51
H -0.39 -3.98 1.43
H -0.65 -2.48 2.18
H -0.63 -0.30 0.68
H -1.15 -0.65 -1.75
H -0.27 2.15 -2.89
H -1.80 1.34 -2.70
H -0.05 4.04 -1.48
H -2.35 2.80 1.97
H -2.37 1.12 0.16
H 1.20 -0.48 -3.59
H 0.60 -1.25 -5.58
H -0.20 -2.77 -5.49
H -0.91 -1.32 -6.07

***

Density functional theory data (ωB97M-V/def2-TZVPD) for a structure of composition C13H21AuCl3GeIN4O3 in a non-equilibrium geometry.

## Properties
Kohn-Sham gap (spin up / spin down)   6.08 / 3.30 eV
2S+1   2
Net charge   +3
Relative energy (zero: lowest compared OMol25 entry of this formula, charge and spin)   314.32 kJ/mol
<S²>   0.76
Energy   -4842.66604 a.u.
HOMO energy (spin up / spin down)   -17.2 / -17.2 eV

Cartesian coordinates (Å):
Au 0.03 -0.23 -0.12
C 2.92 -0.05 3.26
C 1.63 -0.40 2.58
O 1.30 0.24 1.54
N 0.90 -1.35 3.13
C -0.43 -1.78 2.69
C -0.40 -2.83 1.61
C -0.58 -4.18 1.91
C -0.57 -5.10 0.87
C -0.37 -4.67 -0.43
C -0.17 -3.32 -0.65
N -0.19 -2.43 0.35
H 3.29 0.90 2.88
H 3.66 -0.82 3.05
H 2.79 0.02 4.33
H 1.28 -1.82 3.94
H -0.97 -0.91 2.32
H -0.96 -2.16 3.56
H -0.72 -4.49 2.93
H -0.72 -6.15 1.09
H -0.37 -5.36 -1.26
H 0.00 -2.93 -1.64
Cl -2.43 2.68 -0.90
Ge -1.63 1.69 0.84
Cl -0.65 3.20 2.01
Cl -3.22 0.88 2.01
N 0.98 3.70 -1.34
C 1.51 2.54 -1.73
O 0.93 1.46 -1.66
C 2.93 2.50 -2.29
I 3.67 4.26 -3.32
H 0.04 3.72 -0.99
H 1.48 4.57 -1.41
H 3.03 1.68 -3.00
H 3.64 2.34 -1.47
C -3.47 -1.51 -3.24
N -2.55 -0.44 -3.59
C -2.62 0.21 -4.90
C -1.63 -0.07 -2.73
O -1.52 -0.63 -1.60
H -4.22 -1.62 -4.02
H -3.96 -1.30 -2.29
H -2.94 -2.46 -3.13
H -3.36 -0.28 -5.52
H -1.66 0.17 -5.42
H -2.89 1.26 -4.81
H -0.98 0.75 -3.04

***

Density functional theory data (ωB97M-V/def2-TZVPD) for a cluster of 2 separate species, C13H21BFIO3P in total.

## Properties
Kohn-Sham gap   6.50 eV
Net charge   -1
Energy   -1497.52241 a.u.
HOMO energy   -3.9 eV

Cartesian coordinates (Å):
C 2.10 -1.90 0.95
C 0.72 -1.61 0.37
C 0.30 -0.12 0.22
I -0.22 0.23 -1.90
B 1.25 1.11 0.73
C 2.64 1.37 -0.12
C 3.63 2.37 0.54
C 4.89 1.81 1.13
O 5.40 2.17 2.16
O 5.55 0.89 0.34
P 1.60 0.94 2.67
C 1.11 2.62 3.30
O 0.25 0.03 3.17
H 2.91 -1.40 0.41
H 2.15 -1.62 2.01
H 2.29 -2.98 0.90
H -0.02 -2.10 1.01
H 0.64 -2.12 -0.59
H -0.67 0.01 0.69
H 0.59 2.14 0.61
H 3.16 0.45 -0.39
H 2.33 1.81 -1.08
H 3.16 2.98 1.32
H 3.99 3.07 -0.23
H 4.94 0.18 0.12
H 0.08 2.56 3.69
H 1.78 2.92 4.12
H 1.16 3.35 2.50
H 0.51 -0.46 3.96
F -3.75 -1.10 -0.31
C -4.30 -1.33 -1.52
C -3.49 -1.77 -2.55
C -4.07 -2.01 -3.79
C -5.43 -1.81 -3.98
C -6.22 -1.36 -2.93
C -5.65 -1.12 -1.68
H -2.43 -1.91 -2.39
H -3.46 -2.35 -4.61
H -5.88 -1.99 -4.95
H -7.28 -1.20 -3.07
H -6.25 -0.78 -0.85

***

Density functional theory data (ωB97M-V/def2-TZVPD) for a structure of composition C13H21Cl5NiOP2 in a non-equilibrium geometry.

## Properties
Kohn-Sham gap (spin up / spin down)   7.42 / 6.58 eV
2S+1   3
Net charge   0
Relative energy (zero: lowest compared OMol25 entry of this formula, charge and spin)   0.00 kJ/mol
<S²>   2.02
Energy   -5074.97103 a.u.
HOMO energy (spin up / spin down)   -6.9 / -7.6 eV

Cartesian coordinates (Å):
Ni 0.06 -0.28 -0.88
H -1.11 -0.79 0.21
H -1.08 0.05 0.30
P -0.23 -2.59 -1.20
P -0.24 1.90 -1.19
C 1.28 2.90 -0.89
H 1.12 3.97 -1.10
H 1.51 2.83 0.18
H 2.13 2.50 -1.44
C -0.55 2.38 -2.93
H -1.50 1.92 -3.24
H -0.60 3.47 -3.06
H 0.26 1.97 -3.54
C -1.61 2.86 -0.39
H -1.47 2.83 0.69
H -1.58 3.93 -0.67
H -2.58 2.43 -0.63
C -0.38 -3.05 -2.97
H -0.45 -4.14 -3.11
H -1.27 -2.57 -3.38
H 0.51 -2.67 -3.49
C 1.17 -3.65 -0.66
H 1.28 -3.59 0.42
H 1.02 -4.70 -0.96
H 2.09 -3.27 -1.13
C -1.65 -3.53 -0.49
H -2.59 -3.08 -0.82
H -1.65 -4.58 -0.81
H -1.63 -3.50 0.61
C 1.53 -0.28 0.01
O 2.57 -0.35 0.49
H 0.59 -0.32 -2.39
Cl 0.13 -1.91 1.92
C 0.27 -0.26 2.56
C 0.26 0.94 1.86
C 0.38 2.17 2.43
Cl 0.24 3.77 1.67
C 0.59 2.26 3.81
Cl 0.76 3.80 4.58
C 0.62 1.04 4.55
Cl 0.86 1.14 6.23
C 0.45 -0.23 3.95
Cl 0.49 -1.68 4.89

***

Density functional theory data (ωB97M-V/def2-TZVPD) for a cluster of 5 separate species, C13H21Cl8N in total in a non-equilibrium geometry.

## Properties
Kohn-Sham gap   10.31 eV
Net charge   0
Relative energy (zero: lowest compared OMol25 entry of this formula, charge and spin)   89.38 kJ/mol
SMILES string   c1ccncc1.ClCCCl.ClCCCl.ClCCCl.ClCCCl
Energy   -4244.21385 a.u.
HOMO energy   -9.8 eV

Cartesian coordinates (Å):
C -8.05 -10.00 0.71
C -9.20 -10.74 0.55
C -9.39 -11.77 1.47
N -8.62 -12.06 2.48
C -7.53 -11.30 2.69
C -7.20 -10.29 1.81
H -7.70 -9.24 -0.01
H -9.79 -10.61 -0.36
H -10.21 -12.49 1.37
H -6.81 -11.51 3.46
H -6.28 -9.72 1.99
Cl -4.32 -10.19 -0.10
C -4.01 -10.59 1.63
C -2.51 -10.98 1.86
Cl -2.21 -12.72 1.76
H -4.69 -11.33 2.05
H -4.26 -9.71 2.16
H -2.24 -10.77 2.89
H -1.88 -10.45 1.13
Cl -10.25 -16.42 -0.76
C -11.66 -15.87 0.01
C -12.85 -16.37 -0.77
Cl -14.36 -15.40 -0.17
H -11.69 -14.75 0.08
H -11.64 -16.24 1.04
H -13.19 -17.42 -0.70
H -12.86 -16.21 -1.83
Cl -11.35 -14.28 5.50
C -9.90 -15.27 5.48
C -8.92 -14.98 4.37
Cl -9.30 -15.75 2.81
H -10.11 -16.36 5.28
H -9.40 -15.11 6.45
H -7.94 -15.40 4.60
H -8.61 -13.88 4.29
Cl -7.83 -13.17 -1.81
C -6.62 -13.26 -0.51
C -7.08 -14.17 0.62
Cl -5.89 -14.00 2.00
H -6.29 -12.21 -0.33
H -5.67 -13.65 -0.96
H -7.03 -15.20 0.29
H -8.03 -13.91 1.05

***

Density functional theory data (ωB97M-V/def2-TZVPD) for a structure of composition C13H21CoN3OS2Te.

## Properties
Kohn-Sham gap (spin up / spin down)   7.00 / 7.00 eV
Net charge   +1
Energy   -3194.38519 a.u.
HOMO energy (spin up / spin down)   -11.5 / -11.5 eV

Cartesian coordinates (Å):
Co 0.26 0.53 0.33
C -0.74 2.47 5.04
S 0.33 1.02 4.93
C 0.51 0.79 3.22
S -0.48 1.64 2.06
N 1.42 -0.09 2.90
N 1.47 -0.29 1.55
C 2.37 -1.06 1.06
C 2.35 -1.19 -0.39
C 3.25 -1.93 -1.13
C 3.15 -1.91 -2.52
C 2.17 -1.14 -3.11
C 1.28 -0.44 -2.31
N 1.37 -0.48 -0.98
H -1.05 2.52 6.08
H -1.62 2.37 4.41
H -0.19 3.37 4.78
H 3.10 -1.56 1.70
H 4.03 -2.50 -0.63
H 3.85 -2.47 -3.12
H 2.07 -1.08 -4.19
H 0.49 0.19 -2.70
C -2.78 1.44 -1.30
C -1.53 2.29 -1.38
C -1.26 2.75 -2.81
O -0.38 1.61 -0.93
H -3.65 2.00 -1.65
H -2.99 1.14 -0.27
H -2.68 0.55 -1.93
H -1.68 3.18 -0.76
H -1.20 1.89 -3.48
H -0.33 3.30 -2.86
H -2.07 3.39 -3.16
C -0.53 -2.65 1.86
Te -1.49 -1.15 0.71
C -1.42 -2.30 -1.06
H -1.23 -3.48 1.95
H -0.29 -2.25 2.84
H 0.37 -2.98 1.35
H -0.39 -2.62 -1.25
H -1.79 -1.70 -1.89
H -2.06 -3.17 -0.92

***

Density functional theory data (ωB97M-V/def2-TZVPD) for a structure of composition C13H21HgN8O2 in a non-equilibrium geometry.

## Properties
Kohn-Sham gap (spin up / spin down)   5.92 / 8.74 eV
2S+1   2
Net charge   0
Relative energy (zero: lowest compared OMol25 entry of this formula, charge and spin)   79.88 kJ/mol
<S²>   0.76
Energy   -1249.98232 a.u.
HOMO energy (spin up / spin down)   -5.5 / -8.6 eV

Cartesian coordinates (Å):
Hg -0.91 0.99 -0.27
N -1.74 -0.25 2.75
C -0.86 -1.07 2.11
N -0.41 -2.12 2.79
C 0.46 -2.89 2.11
N 0.95 -3.97 2.77
N 0.88 -2.69 0.88
C 0.36 -1.63 0.24
N -0.55 -0.78 0.85
C 0.78 -1.36 -1.08
C 1.70 -2.21 -1.74
C 2.09 -1.95 -3.02
C 1.57 -0.81 -3.67
C 0.69 -0.01 -2.99
N 0.27 -0.24 -1.74
H -1.83 -0.42 3.74
H -1.77 0.71 2.43
H 0.84 -3.98 3.77
H 1.79 -4.37 2.38
H 2.06 -3.05 -1.18
H 2.77 -2.60 -3.54
H 1.86 -0.56 -4.68
H 0.27 0.87 -3.46
N -2.41 -1.69 -2.12
C -3.31 -0.97 -1.41
N -4.50 -1.57 -1.20
O -3.11 0.18 -1.02
H -2.51 -2.69 -2.18
H -1.46 -1.32 -2.13
H -4.72 -2.48 -1.59
H -5.21 -1.07 -0.70
C 0.63 4.15 -0.13
C 0.77 3.06 0.95
C 1.94 2.13 0.57
C 1.10 3.72 2.30
O -0.42 2.35 1.10
H 1.58 4.67 -0.27
H -0.13 4.87 0.17
H 0.32 3.70 -1.07
H 2.88 2.67 0.53
H 1.75 1.69 -0.42
H 2.02 1.32 1.30
H 2.00 4.32 2.22
H 1.24 2.96 3.06
H 0.27 4.36 2.60